Record 1
Computed, not measured: C24H31Ge2N3OPtSTe as an isolated structure, with the ωB97M-V functional and the def2-TZVPD basis.

Each line ends with the Löwdin charge.
Geometry (Å):
Pt -0.764 1.765 1.262  0.596
C 3.705 0.576 -1.013  -0.151
C 2.604 0.283 0.006  -0.340
Ge 0.922 1.247 -0.323  0.829
C 1.273 2.956 -1.267  -0.333
C 1.325 2.991 -2.793  -0.154
C -1.047 0.797 -2.063  -0.227
C -0.340 -0.198 -1.318  -0.421
Ge -1.006 -0.532 0.527  0.825
C -2.968 -0.808 0.569  -0.316
C -3.544 -1.331 -0.747  -0.150
C -0.005 -1.858 1.580  -0.332
C -0.679 -3.227 1.709  -0.149
C 0.415 -1.206 -2.122  -0.254
C 0.347 -2.562 -1.802  -0.041
C 1.024 -3.516 -2.547  -0.070
C 1.780 -3.136 -3.646  -0.086
C 1.849 -1.792 -3.987  -0.074
C 1.181 -0.841 -3.232  -0.058
H 4.609 0.018 -0.760  0.074
H 3.972 1.634 -1.024  0.064
H 3.415 0.287 -2.029  0.054
H 2.925 0.600 0.998  0.016
H 2.402 -0.784 0.074  0.052
H 2.245 3.256 -0.862  0.061
H 0.545 3.675 -0.891  0.054
H 2.043 2.274 -3.194  0.054
H 1.633 3.981 -3.135  0.074
H 0.349 2.789 -3.232  0.057
H -0.846 0.840 -3.134  0.124
H -3.443 0.126 0.865  0.049
H -3.162 -1.523 1.374  0.056
H -3.356 -0.646 -1.573  0.057
H -4.625 -1.454 -0.668  0.073
H -3.120 -2.302 -1.015  0.067
H 0.092 -1.414 2.568  0.015
H 1.009 -1.954 1.193  0.058
H -1.739 -3.140 1.958  0.058
H -0.209 -3.803 2.507  0.073
H -0.606 -3.823 0.797  0.054
H -0.262 -2.878 -0.967  0.074
H 0.951 -4.561 -2.273  0.106
H 2.308 -3.877 -4.232  0.102
H 2.436 -1.480 -4.841  0.106
H 1.271 0.206 -3.505  0.094
Te 0.187 1.695 3.696  0.822
C 1.423 0.056 4.137  -1.053
C 1.046 -1.037 4.870  -0.288
C 2.100 -1.970 5.076  -0.200
C 3.267 -1.572 4.499  -0.422
S 3.086 -0.051 3.736  0.922
H 0.039 -1.169 5.242  0.097
H 1.991 -2.895 5.624  0.099
H 4.218 -2.082 4.496  0.062
N -4.069 4.220 1.770  0.206
C -3.079 3.425 1.359  -0.502
O -2.134 3.171 2.160  -0.217
C -3.086 2.878 0.030  -0.215
C -4.155 3.209 -0.847  -0.216
N -5.051 3.535 -1.495  0.149
C -1.982 2.119 -0.355  -0.354
N -1.872 1.727 -1.629  0.056
H -4.024 4.604 2.697  0.125
H -4.816 4.479 1.148  0.107

Properties
largest force on an atom: 0.0130 hartree/bohr
HOMO-LUMO gap: 6.8 eV
DFT total energy: -6112.0126 Ha
E_HOMO: -7.53 eV

Record 2
Computed, not measured: one molecule with the formula C3H3F2NOS at a distorted geometry, with the ωB97M-V functional and the def2-TZVPD basis.

Each line ends with the Löwdin charge.
Geometry (Å):
O 0.347 1.996 -0.211  0.034
C -0.717 1.361 -0.179  -0.353
N -0.864 -0.019 -0.224  -0.412
S -2.554 -0.604 0.111  0.788
C 0.325 -0.906 -0.244  -0.034
C 1.625 -0.451 -0.075  -0.263
F 2.555 -1.375 -0.045  0.116
F 2.011 0.804 0.492  0.022
H -1.779 1.592 -0.219  0.071
H -2.709 -0.669 1.459  -0.138
H 0.126 -1.977 -0.787  0.170

Properties
largest force on an atom: 0.0979 hartree/bohr
HOMO-LUMO gap: 9.4 eV
SMILES: O=CN(S)C=C(F)F
DFT total energy: -843.9089 Ha
E_HOMO: -9.39 eV

Record 3
Computed, not measured: C40H53Br3HfN5O11 as an isolated structure at a distorted geometry, with the ωB97M-V functional and the def2-TZVPD basis.

Each line ends with the Löwdin charge.
Geometry (Å):
Hf 0.149 -1.478 2.057  2.104
C -2.294 1.784 1.044  -0.017
C -2.850 1.629 2.483  -0.458
C -4.353 1.970 2.303  -0.142
C -5.159 1.848 3.582  -0.163
C -5.020 0.417 4.101  -0.137
C -3.551 -0.022 4.345  -0.486
N -2.777 0.306 3.073  -0.127
O -1.547 -0.308 3.016  -0.344
C -3.623 -1.534 4.397  -0.060
C -2.994 0.580 5.647  -0.018
C -2.135 2.655 3.399  -0.012
H -2.783 2.628 0.562  0.099
H -2.364 0.928 0.380  0.046
H -1.225 1.944 1.195  0.054
H -4.790 1.394 1.487  0.106
H -4.391 3.035 2.056  0.123
H -6.191 2.124 3.365  0.115
H -4.753 2.496 4.361  0.105
H -5.357 -0.305 3.350  0.110
H -5.555 0.090 4.996  0.123
H -2.603 -1.898 4.603  0.065
H -3.850 -2.016 3.449  0.088
H -4.103 -1.994 5.262  0.095
H -3.531 0.077 6.450  0.089
H -3.041 1.655 5.804  0.074
H -1.930 0.329 5.598  0.077
H -1.348 2.266 4.051  0.068
H -2.642 3.527 3.809  0.095
H -1.357 3.151 2.791  0.057
C 1.289 -4.690 -1.010  -0.049
C 0.285 -4.503 0.123  -0.554
C 0.016 -5.791 0.906  -0.047
O 0.620 -3.447 0.994  -0.370
H 1.551 -3.758 -1.512  0.044
H 0.791 -5.414 -1.659  0.068
H 2.270 -5.122 -0.796  0.066
H -0.661 -4.219 -0.349  0.104
H -0.380 -6.598 0.290  0.083
H -0.667 -5.592 1.729  0.074
H 1.001 -6.110 1.257  0.081
C 1.596 -0.951 -1.675  -0.040
C 1.023 0.232 -0.932  -0.528
C 0.003 0.947 -1.819  -0.023
O 0.616 -0.118 0.351  -0.322
H 2.579 -1.094 -1.210  0.062
H 2.015 -0.789 -2.678  0.080
H 1.035 -1.876 -1.759  0.037
H 1.821 0.985 -0.831  0.124
H 0.289 1.441 -2.746  0.073
H -0.569 1.685 -1.244  0.073
H -0.757 0.213 -2.111  0.056
C 0.348 -3.271 -4.421  -1.591
Br -0.593 -4.944 -4.468  0.619
Br -0.542 -1.886 -5.502  0.606
Br 2.252 -3.401 -4.794  0.595
H 0.313 -2.862 -3.422  -0.094
C 5.490 -3.087 -1.673  -0.032
C 4.785 -3.793 -0.699  -0.049
C 4.173 -3.078 0.317  -0.013
C 4.354 -1.724 0.479  -0.172
C 5.113 -1.025 -0.463  -0.006
C 5.774 -1.727 -1.453  -0.041
N 3.733 -1.028 1.581  -0.282
O 2.621 -1.402 1.959  -0.080
O 4.201 0.035 1.890  0.151
H 5.862 -3.620 -2.537  0.114
H 4.676 -4.866 -0.745  0.113
H 3.784 -3.649 1.152  0.131
H 5.340 0.018 -0.292  0.125
H 6.306 -1.195 -2.230  0.114
C 3.989 3.769 -4.108  -0.073
C 3.041 2.829 -3.735  -0.065
C 2.782 1.770 -4.611  -0.008
C 3.599 1.556 -5.693  -0.140
C 4.685 2.390 -5.950  0.002
C 4.860 3.506 -5.170  -0.062
N 3.240 0.450 -6.598  -0.348
O 3.882 0.364 -7.621  0.094
O 2.255 -0.213 -6.347  0.012
H 4.168 4.664 -3.526  0.107
H 2.456 3.176 -2.893  0.097
H 1.920 1.179 -4.335  0.096
H 5.285 2.146 -6.816  0.123
H 5.706 4.170 -5.281  0.112
C -5.367 0.073 -2.745  -0.053
C -5.291 0.114 -1.338  -0.040
C -4.238 -0.502 -0.691  -0.004
C -3.181 -0.992 -1.462  -0.149
C -3.128 -0.823 -2.837  -0.001
C -4.287 -0.357 -3.463  -0.050
N -2.081 -1.644 -0.767  -0.281
O -1.304 -2.301 -1.411  0.089
O -1.912 -1.351 0.417  -0.043
H -6.301 0.339 -3.220  0.116
H -6.207 0.546 -0.957  0.114
H -4.244 -0.589 0.387  0.112
H -2.358 -1.413 -3.315  0.065
H -4.255 -0.426 -4.543  0.117
C 1.177 5.398 1.882  -0.041
C 1.280 4.269 1.092  -0.045
C 1.298 3.002 1.686  0.003
C 1.272 2.874 3.057  -0.158
C 1.252 4.018 3.849  0.002
C 1.090 5.264 3.270  -0.042
N 1.117 1.566 3.664  -0.286
O 1.147 1.497 4.866  0.141
O 1.051 0.552 2.971  -0.106
H 1.018 6.373 1.438  0.115
H 1.374 4.328 0.017  0.109
H 1.309 2.242 0.915  0.098
H 1.272 3.943 4.927  0.127
H 0.841 6.038 3.981  0.117

Properties
total charge: +1
largest force on an atom: 0.1311 hartree/bohr
HOMO-LUMO gap: 5.6 eV
DFT total energy: -10426.7725 Ha
E_HOMO: -9.63 eV

Record 4
Computed, not measured: one molecule with the formula C11H11ClN2 at a distorted geometry, with the ωB97M-V functional and the def2-TZVPD basis.

Each line ends with the Löwdin charge.
Geometry (Å):
C -0.871 1.132 -2.770  -0.040
C -0.516 0.960 -1.378  -0.310
C 0.706 1.492 -0.866  0.030
C 1.062 1.457 0.563  -0.365
C 1.838 2.623 1.101  -0.048
N 0.758 0.624 1.456  0.125
C 0.108 -0.627 1.144  -0.184
C 0.544 -1.599 1.995  -0.053
C 0.121 -2.943 1.688  -0.660
Cl 0.765 -4.170 2.702  0.656
C -0.934 -3.140 0.719  -0.098
C -1.433 -2.055 -0.019  -0.033
C -0.927 -0.761 0.178  -0.189
N -1.366 0.231 -0.647  0.083
H -0.314 0.544 -3.485  0.089
H -1.949 0.945 -2.907  0.088
H -0.646 2.178 -3.108  0.107
H 1.415 2.027 -1.435  0.084
H 1.770 3.450 0.321  0.093
H 2.868 2.382 1.339  0.075
H 1.506 3.020 2.040  0.067
H 1.396 -1.416 2.653  0.116
H -1.500 -4.116 0.622  0.119
H -2.158 -2.332 -0.795  0.115
H -2.244 0.095 -1.110  0.135

Properties
largest force on an atom: 0.1126 hartree/bohr
HOMO-LUMO gap: 8.2 eV
SMILES: CC1=CC(C)=Nc2cc(Cl)ccc2N1
DFT total energy: -995.4130 Ha
E_HOMO: -7.66 eV

Record 5
Computed, not measured: a 2-piece molecular cluster, CH3N3O2S overall at a distorted geometry, with the ωB97M-V functional and the def2-TZVPD basis.

Each line ends with the Löwdin charge.
Geometry (Å):
H 1.411 -0.903 -0.553  0.093
N 0.568 -0.424 -0.776  0.122
N -0.390 -1.222 -0.718  -0.427
O -0.352 -2.440 -0.561  0.045
O -1.668 -0.640 -0.907  0.101
H -1.583 0.184 -0.520  0.036
N 0.822 1.917 0.642  0.138
C 0.309 0.937 1.156  -0.927
S -0.400 0.062 2.222  0.739
H 1.284 2.529 0.015  0.080

Properties
largest force on an atom: 0.1131 hartree/bohr
HOMO-LUMO gap: 9.8 eV
SMILES: [H]/N=[N+](\[O-])O.N=C=S
DFT total energy: -752.6699 Ha
E_HOMO: -9.74 eV

Record 6
Computed, not measured: a 3-piece molecular cluster, C3H12O3S overall at a distorted geometry, with the ωB97M-V functional and the def2-TZVPD basis.

Each line ends with the Löwdin charge.
Geometry (Å):
O 1.216 -0.990 -0.130  -0.105
C 0.017 -1.761 0.028  -0.278
C -1.187 -0.952 0.300  -0.326
C -1.531 0.102 -0.713  -0.453
S -3.069 0.983 0.077  0.643
H 1.352 -0.599 0.748  0.041
H 0.269 -2.413 0.837  0.110
H -0.106 -2.391 -0.849  0.122
H -0.959 -0.478 1.388  0.152
H -2.000 -1.626 0.500  0.099
H -0.750 0.766 -0.944  0.033
H -1.946 -0.350 -1.632  0.081
H -2.493 2.115 -0.408  -0.151
O 1.821 1.010 1.506  -0.114
H 1.568 1.391 2.395  0.080
H 2.392 1.738 1.036  0.110
O 1.726 1.558 -1.385  -0.108
H 2.514 1.067 -1.744  0.067
H 1.165 0.828 -1.010  -0.002

Properties
largest force on an atom: 0.0693 hartree/bohr
HOMO-LUMO gap: 9.5 eV
SMILES: OCCCS.O.O
DFT total energy: -745.3659 Ha
E_HOMO: -9.08 eV

- Among the records above, which one has the lowest DFT total energy?
  C40H53Br3HfN5O11

- Which of these has the highest HOMO-LUMO gap?
  CH3N3O2S

- Look up the largest force on an atom of the fourth one.
  0.1126 hartree/bohr

- Look up the DFT total energy of the third one.
  -10426.7725 Ha